# 1
This record from the OMol25 dataset describes C9H8BrFN2 as an isolated structure. The level of theory is wB97M-V/def2-TZVPD.

Computed properties:
Electronic energy (eV): -85200.1080
Kohn-Sham gap (Ha): 0.328
Max |F| (eV Å⁻¹): 7.0
Energy above the lowest of the compared OMol25 structures with the same formula, charge and spin (kJ/mol): 267.00

```
! RIJCOSX wB97M-V def2-TZVPD def2/J DEFGRID3
* xyz 0 1
C 2.26552 -0.02759 -0.05844
C 1.82025 -0.07640 2.35337
C 0.88348 0.04343 -0.29445
C 2.69089 -0.15188 1.25503
C 0.04226 -0.01178 0.85854
C 0.44927 0.14593 -1.63701
C -0.78368 0.62369 -1.93366
C -1.74271 1.02392 -0.83828
C -1.88195 0.02629 0.18010
N 0.48887 -0.02539 2.07492
N -2.05813 -1.32417 -0.26879
F -2.69586 0.28366 1.21962
Br 4.49506 -0.31063 1.67352
H 3.00249 -0.16481 -0.89341
H 2.17818 -0.14632 3.38387
H 0.93861 -0.25265 -2.48396
H -1.12629 0.84063 -2.99440
H -1.24194 1.83228 -0.20786
H -2.77127 1.14747 -1.26213
H -3.06121 -1.48146 -0.49321
H -1.89182 -1.99422 0.36663
*
```

***

# 2
This record from the OMol25 dataset describes a 2-piece molecular cluster, C6H12N2 overall. The level of theory is wB97M-V/def2-TZVPD.

Computed properties:
Electronic energy (eV): -9387.2111
Kohn-Sham gap (spin up / spin down) (Ha): 0.366 / 0.220
Max |F| (eV Å⁻¹): 4.7
Energy above the lowest of the compared OMol25 structures with the same formula, charge and spin (kJ/mol): 142.25

```
! RIJCOSX wB97M-V def2-TZVPD def2/J DEFGRID3
* xyz 1 2
C -0.23559 -1.31760 -2.01280
C -0.76335 -2.51054 -1.36806
H -0.94664 -0.48529 -1.91687
H 0.68600 -1.04690 -1.49109
H -0.05773 -1.28107 -3.04758
H -1.38939 -2.99398 -2.15047
H -1.41471 -2.21795 -0.49085
H -0.02159 -3.21549 -0.97080
C 0.24982 0.19255 2.73871
C -0.31665 1.55015 -0.58868
C 0.25512 1.02171 1.47773
C 1.17857 1.96621 1.06754
N -0.69497 0.80411 0.43121
N 0.86054 2.29574 -0.30276
H -0.72956 1.59803 -1.61902
H 0.86947 3.22567 -0.69329
H 1.91805 2.53408 1.63583
H 1.10720 -0.40070 2.99141
H -0.68290 -0.49969 2.68920
H 0.12830 0.78094 3.62064
*
```

***

# 3
This record from the OMol25 dataset describes a 12-piece molecular cluster, C19H42B2NO25 overall. The level of theory is wB97M-V/def2-TZVPD.

Computed properties:
Electronic energy (eV): -74419.1072
Kohn-Sham gap (Ha): 0.311
Max |F| (eV Å⁻¹): 12.4
Energy above the lowest of the compared OMol25 structures with the same formula, charge and spin (kJ/mol): 0.00

```
! RIJCOSX wB97M-V def2-TZVPD def2/J DEFGRID3
* xyz -1 1
C 15.36800 30.78100 11.21700
C 16.83400 31.14700 10.70300
C 17.95100 30.32500 11.32200
C 19.34600 30.84700 11.18500
N 20.42800 29.80600 11.61000
C 20.33700 28.51700 10.73500
C 19.84900 27.27100 11.53100
C 20.44500 27.78100 12.96100
C 20.33100 29.28400 12.99400
C 21.78100 30.44500 11.42200
C 21.95500 31.82200 12.15300
C 23.44000 32.24100 12.25700
H 15.21000 30.82500 12.36100
H 15.29900 29.73200 10.96500
H 14.79600 31.50300 10.75100
H 16.89300 32.26200 11.02500
H 16.90700 31.30300 9.60000
H 17.56700 29.37000 11.23900
H 17.67300 30.20400 12.27800
H 19.56900 31.69700 11.62100
H 19.48900 31.07800 10.25700
H 21.22400 28.16800 10.19600
H 19.52400 28.68300 9.87500
H 20.15300 26.36900 11.07600
H 18.79500 27.32600 11.42600
H 21.53700 27.45400 13.10500
H 19.77300 27.30900 13.68900
H 21.09600 29.75100 13.75900
H 19.26800 29.31300 13.33600
H 21.94400 30.50700 10.32900
H 22.63100 29.94700 11.76000
H 21.64000 31.86100 13.21900
H 21.51700 32.59600 11.50500
H 23.77600 33.17800 12.71100
H 23.94800 32.42300 11.27700
H 23.89300 31.33400 12.75400
O 15.87000 32.93200 14.17100
C 16.85600 32.29200 14.61900
O 16.71800 31.52000 15.64000
B 18.12700 31.01000 15.82500
O 18.92600 31.90600 15.06600
C 18.18600 32.60700 14.30800
O 18.63000 33.58800 13.66200
O 18.23400 29.61500 15.53300
C 18.46200 28.93300 16.54900
O 18.44400 27.62900 16.59400
C 18.70000 29.82900 17.57700
O 18.42400 30.96900 17.22000
O 18.86200 29.50400 18.74900
O 21.35600 28.45400 16.84100
C 21.90400 29.63100 16.85700
O 21.29500 30.52000 16.30900
B 21.85600 31.80800 16.84200
O 23.08800 31.30600 17.56500
C 22.98600 30.05300 17.60700
O 23.80600 29.38200 18.17500
O 20.89700 32.58700 17.67300
C 20.58600 33.60700 17.00500
O 20.03500 34.46800 17.53500
C 21.42900 33.73400 15.79100
O 22.16200 32.73100 15.73000
O 21.66800 34.76100 15.26900
O 13.07300 32.43600 15.10300
H 13.96800 32.27200 14.61400
H 12.30000 32.24400 14.51000
O 17.00700 33.02400 19.15400
H 17.44600 32.23600 18.79700
H 16.86500 33.75200 18.38000
O 17.70800 25.25200 17.41200
H 16.77600 25.55400 17.05000
H 18.11900 26.15800 17.03500
O 19.52200 29.58900 21.52500
H 19.96400 28.90200 21.90200
H 19.21700 29.49300 20.66500
O 20.65000 26.08000 18.00500
H 20.83600 26.92900 17.54000
H 19.80700 26.28800 18.40500
O 16.46800 27.89100 20.25800
H 16.13700 28.44100 20.94200
H 16.61900 28.32300 19.39800
O 14.98800 34.64500 12.12000
H 14.93300 35.57100 12.48400
H 15.43000 34.14100 12.75600
O 17.24200 27.19200 13.84700
H 18.09900 27.45800 14.34000
H 17.39700 26.26500 13.94200
O 19.42500 35.20900 11.48600
H 19.17600 34.89800 12.38900
H 20.34200 35.34500 11.39400
*
```

***

# 4
This record from the OMol25 dataset describes C28H29ClN8O6PS2W as an isolated structure. The level of theory is wB97M-V/def2-TZVPD.

Computed properties:
Electronic energy (eV): -99006.4886
Kohn-Sham gap (spin up / spin down) (Ha): 0.228 / 0.232
Max |F| (eV Å⁻¹): 0.4
Energy above the lowest of the compared OMol25 structures with the same formula, charge and spin (kJ/mol): 6.96

```
! RIJCOSX wB97M-V def2-TZVPD def2/J DEFGRID3
* xyz 2 2
W 0.20614 0.85933 -0.62079
Cl -2.10680 7.81532 -1.49107
C -1.48664 6.27887 -1.03242
C -1.31078 5.97318 0.32648
C -0.80597 4.75267 0.72220
C -0.46835 3.79041 -0.23052
O 0.06167 2.64345 0.16587
C -0.66400 4.08679 -1.60038
C -0.36456 3.14045 -2.61298
O -0.01043 1.95077 -2.43516
C -1.16673 5.34776 -1.98517
H -1.58241 6.71493 1.06632
H -0.67868 4.51401 1.77003
H -0.45257 3.45783 -3.65568
H -1.31258 5.56705 -3.03579
N 3.55233 -8.51536 2.36395
C 3.18552 -7.48112 2.02727
C 2.72507 -6.18605 1.60545
C 3.63326 -5.25573 1.10600
C 3.19030 -4.00647 0.71160
C 1.83656 -3.68147 0.79242
C 0.93296 -4.62276 1.28257
C 1.37263 -5.86624 1.69729
C 1.36345 -2.34525 0.35550
C 1.89364 -1.22809 1.02051
C 2.71714 -1.23275 2.15239
C 2.93453 0.09305 2.52406
C 2.23013 0.87368 1.62468
N 1.61105 0.10117 0.69542
C 0.43132 -2.30149 -0.67073
C 0.05896 -3.38717 -1.50341
C -0.75238 -2.89306 -2.49842
C -0.86126 -1.51948 -2.27075
N -0.17610 -1.13996 -1.18180
H 4.67954 -5.51761 1.03087
H 3.89450 -3.28407 0.31941
H -0.11807 -4.37311 1.35510
H 0.67698 -6.59302 2.09322
H 3.09113 -2.11444 2.64558
H 3.52370 0.45237 3.35073
H 2.13531 1.94592 1.57694
H 0.39418 -4.40379 -1.37979
H -1.20604 -3.43791 -3.30916
H -1.42062 -0.80410 -2.85186
N 2.81206 4.04670 0.51883
N 3.39057 4.16104 -0.74235
C 3.37753 3.16474 -1.63471
N 4.06730 3.34451 -2.75207
N 2.58844 2.08306 -1.35297
N 2.70130 1.03218 -2.15672
O 3.57575 0.80838 -2.94969
O 1.76198 0.18840 -1.98826
H 2.10750 4.76491 0.64243
H 3.53151 4.15151 1.22573
H 3.93583 4.98355 -0.96298
H 4.63640 4.16673 -2.87753
H 4.20133 2.56937 -3.38254
C -3.60811 -3.61560 0.41380
C -3.28013 -2.35012 1.16027
O -3.19155 -1.26670 0.17467
P -2.70833 0.17072 0.57994
S -0.94925 0.20322 1.53879
S -2.26535 1.10491 -1.13344
O -3.79197 0.87140 1.45652
C -5.16557 1.11736 0.97752
C -6.08788 -0.01801 1.33817
H -3.68488 -4.43749 1.12610
H -2.82939 -3.84560 -0.31305
H -4.55852 -3.52957 -0.11108
H -2.31390 -2.41101 1.66510
H -4.04661 -2.09408 1.89149
H -5.12900 1.29435 -0.09897
H -5.44876 2.04200 1.47216
H -5.83677 -0.92990 0.79789
H -7.09977 0.27160 1.05136
H -6.07879 -0.21108 2.40956
*
```